(1)
The following is a DFT calculation (the ωB97M-V functional and the def2-TZVPD basis) of a structure of composition C33H61ClN3O14PSi2 in a non-equilibrium geometry.

```
115
Properties=species:S:1:pos:R:3:forces:R:3:lowdin_charge:R:1
Cl -1.982 2.845 5.144 0.433 -0.046 -1.571 0.12
P -1.791 3.217 3.018 0.712 2.831 0.579 0.50
Si -2.008 1.284 1.906 -0.667 -0.684 -1.762 0.27
Si -3.947 -0.632 2.967 -0.223 -0.450 0.231 0.40
O 0.268 -5.549 1.457 0.121 -1.584 -1.122 0.06
O -4.331 1.594 -1.446 -0.743 1.995 -0.106 0.07
O -0.119 -7.041 -0.166 0.140 0.839 0.195 -0.01
O 7.184 5.651 -1.355 -1.324 -1.568 0.548 0.06
O -0.208 3.924 2.710 -1.253 -2.686 1.451 -0.42
O -3.667 0.710 1.871 3.239 -1.031 2.205 -0.36
O 4.315 10.379 1.942 -0.230 -1.240 -1.753 0.08
O -1.081 -7.563 -6.043 -0.292 -0.469 0.392 0.00
O 0.881 2.406 -0.100 -5.111 -6.033 -0.787 -0.11
O 5.368 4.349 -1.489 0.631 0.145 -0.433 -0.01
O -4.329 3.827 -1.289 0.454 -0.409 -0.225 -0.02
O -0.975 -8.286 -3.927 -0.109 1.197 -1.658 0.07
O 4.209 8.522 0.697 -0.246 0.123 0.576 -0.01
O 0.613 0.871 4.659 -3.996 -1.688 -10.285 -0.02
N -3.213 -2.200 2.456 0.318 1.170 1.530 -0.15
N -3.574 -0.237 4.718 -1.834 0.321 -0.831 -0.12
N -0.792 0.094 2.483 5.079 3.607 5.675 0.01
C 1.453 -7.596 1.641 0.739 0.028 -0.064 0.01
C -1.313 -6.537 -7.026 0.172 0.161 -0.068 -0.23
C -0.847 -5.934 -4.215 -0.562 0.369 0.260 0.01
C -5.734 5.574 -0.343 -0.131 -0.095 0.201 -0.07
C 0.655 -2.941 -0.770 2.186 3.267 -0.358 -0.04
C 0.515 -6.643 0.961 -0.533 1.042 0.626 -0.51
C -4.914 5.119 -1.534 -0.168 0.140 0.163 -0.23
C 2.268 -0.081 -1.132 -1.567 -3.548 0.426 0.01
C 0.020 1.372 -0.228 3.644 3.737 0.543 -0.26
C 3.873 7.820 -0.514 0.181 0.054 -0.309 -0.22
C 4.092 10.721 -0.395 -0.618 0.314 -0.265 0.00
C 0.042 0.626 3.449 -1.734 -2.288 4.425 -0.16
C -1.208 -2.600 6.469 0.357 1.125 -0.136 -0.15
C 4.185 9.867 0.835 0.403 0.630 1.456 -0.51
C 0.688 -0.086 -0.585 1.262 -2.651 -0.841 -0.07
C -0.437 -9.443 -0.374 -0.059 -0.075 0.229 -0.06
C -1.158 -2.770 4.825 0.924 -0.669 0.478 -0.25
C -2.202 -3.896 4.243 -0.125 -0.363 0.555 -0.19
C -1.000 -7.342 -4.710 0.229 -1.021 0.748 -0.49
C -6.435 2.646 -1.752 -0.294 -0.042 -0.657 0.01
C -3.526 -3.291 3.489 -0.115 -1.265 -0.534 -0.28
C 3.026 -1.503 -1.462 -4.019 -0.139 1.338 -0.07
C -4.954 2.649 -1.513 0.650 -1.342 0.294 -0.49
C -0.012 -5.876 -7.432 0.235 0.054 0.090 -0.07
C 6.408 4.758 0.701 0.423 -0.490 0.294 0.02
C 5.076 7.720 -1.429 0.086 0.252 0.104 -0.06
C -1.565 1.687 0.035 0.890 -0.696 -0.706 -0.17
C 2.232 -2.924 -1.261 -1.980 3.580 0.729 -0.06
C 6.368 4.931 -0.788 0.981 0.674 -0.624 -0.53
C -0.133 -1.527 -0.428 4.191 0.129 -1.411 0.00
C 0.236 -8.206 -0.933 -0.071 -0.328 -0.164 -0.23
C 4.485 3.341 -0.964 -0.301 0.207 0.308 -0.23
C 3.317 3.974 -0.236 0.126 0.064 0.271 -0.07
H -4.023 0.696 4.948 0.823 -1.283 -0.298 0.01
H -4.351 -2.905 4.243 1.718 -0.867 -1.374 0.09
H 0.466 -5.374 -6.587 -0.118 0.043 -0.092 0.07
H 3.567 6.813 -0.211 0.052 0.300 0.211 0.10
H 3.543 11.633 -0.141 0.325 -0.113 0.087 0.09
H -0.064 -3.167 4.562 -2.362 1.040 0.462 0.12
H 0.527 3.361 3.092 -0.977 0.824 -0.668 0.05
H -0.128 -8.027 -1.950 0.009 0.145 0.366 0.09
H 0.906 -8.157 2.402 0.059 0.047 -0.097 0.10
H -3.998 -4.193 2.870 0.803 1.879 1.527 0.12
H 3.005 8.272 -1.002 0.081 0.082 0.084 0.11
H -2.586 -4.550 5.162 0.745 1.406 -1.928 0.11
H 4.832 7.136 -2.322 0.074 0.000 0.131 0.09
H -6.128 6.580 -0.509 0.059 -0.100 0.009 0.08
H 1.950 -8.284 0.960 -0.202 -0.152 0.035 0.07
H 0.699 -6.624 -7.798 -0.194 0.076 -0.020 0.09
H 5.992 3.813 1.044 -0.232 0.119 0.017 0.07
H -2.062 -5.820 -6.676 0.136 -0.057 0.083 0.12
H -0.185 -5.139 -8.220 0.008 -0.087 0.078 0.08
H 5.425 8.706 -1.746 -0.130 -0.050 -0.040 0.08
H -6.674 1.819 -2.428 0.098 0.010 0.345 0.10
H 7.454 4.765 1.022 -0.215 0.269 -0.118 0.10
H 5.031 2.624 -0.345 0.031 0.152 0.020 0.12
H 0.148 -4.001 -0.647 0.986 2.574 -0.117 0.08
H -6.803 3.549 -2.235 -0.032 0.093 0.222 0.07
H 5.880 5.590 1.174 0.014 -0.052 -0.023 0.10
H -5.416 -0.861 2.954 0.206 0.066 -0.343 0.00
H -5.120 5.580 0.564 -0.012 0.065 -0.192 0.09
H 2.863 0.936 -1.287 -1.655 -2.459 0.463 0.08
H -1.280 -1.702 4.362 0.024 -2.267 0.735 0.05
H -2.182 -2.139 2.308 -1.068 -0.212 0.171 0.04
H -6.952 2.496 -0.801 0.060 0.029 -0.097 0.10
H 5.099 10.986 -0.726 -0.115 -0.052 0.019 0.10
H -2.213 0.953 -0.605 1.062 1.580 1.101 0.08
H -1.319 -5.191 -4.854 0.221 0.019 -0.102 0.07
H -4.184 -0.925 5.250 1.125 0.963 -0.640 0.03
H 3.545 10.255 -1.212 0.220 -0.098 -0.083 0.07
H -1.522 -9.306 -0.339 0.170 0.008 -0.145 0.09
H -1.101 -1.433 6.677 -0.257 -2.538 -0.242 0.08
H -5.485 5.122 -2.466 -0.001 -0.122 0.121 0.11
H -1.748 -7.039 -7.896 0.061 -0.148 0.340 0.12
H 2.803 -3.943 -1.472 -1.452 2.460 0.506 0.09
H -0.288 -3.124 6.996 -2.054 0.909 -1.107 0.08
H -1.255 -1.520 -0.080 2.502 -0.119 -0.759 0.08
H -2.215 -2.950 6.954 1.929 0.545 -1.017 0.07
H -1.632 -4.675 3.543 -1.311 1.966 1.251 0.11
H 0.215 -5.707 -4.102 -0.105 0.008 -0.027 0.10
H 2.783 4.665 -0.897 0.011 -0.232 -0.006 0.09
H 2.618 3.208 0.111 0.294 0.305 -0.159 0.04
H -0.211 -10.316 -0.994 -0.040 0.130 0.032 0.09
H -6.573 4.900 -0.151 0.023 0.108 -0.102 0.07
H -0.112 -9.652 0.648 0.063 -0.039 -0.102 0.07
H 3.648 4.557 0.628 0.084 -0.090 -0.012 0.07
H 4.137 -1.543 -1.852 -2.556 0.272 0.926 0.08
H 4.110 2.781 -1.827 0.263 0.268 -0.057 0.11
H -1.340 -5.856 -3.241 0.295 -0.128 -0.081 0.10
H -1.817 2.824 -0.214 0.716 -2.593 0.375 0.12
H 1.322 -8.311 -1.008 -0.049 0.024 0.189 0.12
H 5.913 7.240 -0.911 -0.388 0.333 -0.220 0.06
H 2.247 -7.015 2.121 -0.342 -0.040 0.086 0.09
H -4.079 5.812 -1.680 0.017 -0.369 0.026 0.13
```
Forces are in eV/Å.

## Properties
Calculated total energy: -3891.8991 Ha
Kohn-Sham gap: 7.94 eV
Spin multiplicity: 1
Maximum force: 11.16 eV Å⁻¹

=====

(2)
The following is a DFT calculation (the ωB97M-V functional and the def2-TZVPD basis) of a structure of composition C43H64N9O5RbSSi2.

```
125
Properties=species:S:1:pos:R:3:forces:R:3:lowdin_charge:R:1
Rb 0.626 0.308 0.585 -0.357 -0.332 -0.626 0.83
S 2.023 2.661 2.409 0.097 0.183 0.007 0.88
Si -0.737 -2.747 -2.620 0.017 0.003 -0.033 0.44
Si 0.888 -5.416 -2.349 0.019 -0.029 0.015 0.43
O 2.677 1.653 1.512 0.354 0.221 0.204 -0.69
O -1.261 -1.373 1.604 -0.106 -0.204 0.149 -0.05
O 0.740 0.043 3.516 -0.023 0.008 0.090 0.02
O -1.582 -2.534 8.573 -0.001 -0.181 -0.022 0.08
O -3.365 -2.262 7.396 0.017 -0.178 -0.040 0.09
N -4.789 0.716 1.478 0.015 -0.009 0.005 0.17
N -2.643 1.239 1.583 0.006 -0.025 0.003 0.18
N 1.684 -4.214 3.884 0.004 -0.049 -0.009 -0.01
N 1.990 -1.638 -1.333 -0.068 0.111 0.056 0.02
N -0.691 3.446 -3.165 -0.004 -0.016 -0.008 0.18
N -2.154 -2.287 7.534 -0.020 0.488 0.125 -0.34
N 0.546 2.350 -1.675 0.102 0.096 0.083 0.12
N 0.801 -3.673 1.258 0.005 -0.035 -0.031 0.04
N -2.720 1.979 -1.353 0.000 -0.018 -0.007 -0.03
C 2.662 4.271 1.895 0.011 -0.033 0.008 -0.35
C -2.191 0.273 3.931 -0.006 0.004 -0.011 -0.06
C -3.896 1.910 -0.517 -0.015 0.010 0.001 -0.15
C 5.263 2.286 3.310 -0.002 -0.005 0.008 -0.10
C 2.281 -6.225 -1.334 -0.023 -0.025 -0.002 -0.18
C 0.821 -3.597 -2.173 -0.044 -0.006 -0.015 -0.33
C 4.072 1.651 4.014 0.003 0.008 0.010 -0.29
C 1.907 5.422 2.547 -0.017 0.008 -0.016 -0.30
C 1.112 -6.099 -4.099 -0.022 0.022 0.004 -0.18
C 0.938 3.382 -5.110 0.004 -0.008 -0.002 -0.02
C 2.197 2.910 -5.424 -0.007 0.005 -0.004 -0.09
C 4.390 -1.408 -1.524 -0.013 -0.077 0.047 -0.11
C -3.019 -0.300 5.135 0.014 0.027 0.016 -0.15
C 2.604 6.756 2.305 -0.014 -0.007 -0.018 -0.10
C 0.150 -0.745 4.221 0.043 0.027 -0.028 -0.30
C -0.045 -1.850 6.467 -0.001 0.000 -0.016 0.05
C -1.320 -1.036 3.954 0.056 0.003 0.007 -0.20
C -1.369 -1.875 2.688 0.019 0.025 -0.046 -0.15
C 2.824 2.525 4.046 -0.009 -0.024 -0.014 -0.32
C 2.016 -2.870 -1.938 -0.027 -0.004 0.051 -0.40
C -3.020 0.581 2.735 -0.015 0.025 -0.028 -0.19
C -0.693 -6.210 -1.677 0.051 0.001 -0.003 -0.19
C 0.844 -1.475 5.332 -0.022 0.071 0.025 -0.05
C -4.481 -0.569 4.930 0.005 -0.008 -0.001 -0.04
C 3.302 -3.386 -2.314 0.032 -0.007 -0.038 -0.06
C 1.259 2.462 -2.866 -0.006 -0.029 -0.012 -0.22
C -0.533 -0.912 -3.024 0.014 -0.027 0.024 -0.19
C 4.453 -2.680 -2.111 0.019 0.008 -0.010 -0.09
C 3.133 -0.969 -1.172 -0.002 0.114 0.017 -0.25
C -2.158 -2.834 -1.370 0.011 0.002 -0.021 -0.17
C -1.363 -1.900 6.353 0.022 -0.137 -0.045 -0.10
C 2.980 2.224 -4.483 -0.008 0.000 -0.007 -0.08
C -0.594 2.936 -1.904 -0.033 -0.053 0.012 -0.33
C -4.342 0.262 2.694 -0.016 -0.007 0.026 -0.18
C 0.488 3.140 -3.817 0.012 -0.019 -0.007 -0.19
C -1.729 2.967 -0.938 -0.003 0.011 0.009 -0.16
C 2.527 1.993 -3.200 0.009 0.026 -0.003 0.00
C -2.150 -1.595 5.131 -0.028 -0.035 0.006 -0.12
C -1.470 -3.475 -4.210 0.021 0.032 0.023 -0.19
C 2.656 -4.047 2.795 0.018 -0.003 -0.019 -0.26
C -5.100 -0.340 3.774 0.003 0.000 0.010 0.00
C 2.082 -3.137 1.724 0.032 -0.019 0.018 -0.27
C -3.729 1.294 0.847 0.015 -0.002 -0.034 -0.29
H -5.716 0.612 1.102 0.003 0.001 0.001 0.16
H 5.266 -0.802 -1.344 0.012 0.014 -0.002 0.09
H 3.125 1.447 -2.484 0.005 -0.006 0.012 0.10
H -1.470 -0.509 -3.422 -0.020 0.003 -0.009 0.03
H 3.604 6.759 2.741 0.010 0.001 0.005 0.08
H 2.929 -5.004 2.329 -0.008 0.008 0.012 0.11
H 0.250 -0.755 -3.770 0.016 0.001 -0.018 0.04
H 3.822 0.704 3.535 -0.005 0.001 -0.001 0.10
H 3.346 -4.338 -2.826 0.008 0.043 -0.002 0.08
H 2.067 2.090 4.697 -0.007 -0.007 0.000 0.07
H 2.586 3.066 -6.422 0.002 0.001 -0.004 0.10
H -0.766 -3.359 -5.037 0.011 -0.001 -0.003 0.03
H -1.593 -5.878 -2.194 -0.054 0.033 -0.045 0.01
H 2.708 6.953 1.237 0.000 0.001 -0.009 0.08
H -2.746 -2.465 4.841 0.007 0.001 0.000 0.16
H 3.955 1.859 -4.775 0.003 -0.001 -0.004 0.10
H 3.572 -3.608 3.196 -0.003 -0.006 -0.007 0.11
H -1.530 3.818 -3.574 0.000 -0.007 0.003 0.16
H 2.515 -5.677 -0.419 -0.005 0.046 0.040 0.01
H 3.212 -6.308 -1.897 -0.008 -0.027 -0.003 0.02
H 2.819 -3.011 0.923 -0.010 0.006 0.016 0.11
H 3.048 0.017 -0.712 0.016 -0.007 0.065 0.05
H 0.890 5.453 2.150 -0.012 -0.019 0.016 0.11
H -1.333 2.802 0.069 -0.007 0.000 -0.012 0.09
H -2.412 -3.871 -1.139 -0.008 -0.021 0.011 0.01
H 3.732 4.303 2.101 0.007 -0.003 0.025 0.09
H -2.290 1.065 -1.460 -0.008 0.006 -0.006 0.11
H 1.809 5.251 3.623 0.028 0.012 0.012 0.10
H 6.146 1.655 3.408 0.012 -0.005 0.002 0.08
H 5.404 -3.094 -2.428 0.004 -0.003 -0.002 0.10
H -4.287 2.927 -0.403 0.006 -0.011 -0.001 0.13
H 1.259 -2.401 4.882 -0.005 -0.022 -0.016 0.11
H -0.237 -0.342 -2.145 -0.019 0.096 0.031 -0.03
H -1.492 -2.965 2.810 -0.030 -0.002 0.011 0.15
H 1.168 -7.191 -4.099 0.001 -0.023 0.004 0.02
H 2.030 -5.715 -4.553 0.015 0.010 0.001 0.02
H 5.504 3.262 3.740 0.004 0.009 0.001 0.08
H -1.580 1.139 4.192 -0.005 -0.006 0.001 0.16
H 2.042 7.579 2.745 -0.004 0.009 0.006 0.07
H 0.331 3.904 -5.839 -0.002 0.003 -0.008 0.11
H 4.331 1.428 5.053 -0.003 -0.003 -0.001 0.11
H -0.637 -7.297 -1.776 -0.001 -0.021 -0.005 0.02
H 5.065 2.409 2.246 -0.003 -0.001 -0.018 0.06
H 0.971 -4.585 0.841 0.018 -0.027 -0.007 0.06
H -4.666 1.344 -1.049 -0.003 0.003 0.005 0.12
H 1.980 -7.238 -1.054 -0.013 -0.020 0.010 0.02
H 0.282 -5.801 -4.742 -0.002 -0.004 -0.015 0.01
H -2.211 3.950 -0.950 0.009 -0.001 0.011 0.13
H -3.056 -2.355 -1.776 -0.015 0.009 -0.011 0.02
H 1.908 -2.148 2.168 -0.012 0.019 -0.058 0.09
H 1.697 -0.880 5.663 0.001 0.004 -0.006 0.14
H -6.150 -0.572 3.643 -0.011 -0.003 0.002 0.11
H -5.007 -1.003 5.769 -0.008 -0.007 0.011 0.11
H 0.404 -2.110 7.417 -0.001 0.000 0.006 0.13
H 1.975 -4.955 4.510 -0.003 -0.003 -0.002 0.08
H -2.873 0.273 6.053 -0.009 -0.003 0.001 0.15
H -1.706 -4.536 -4.127 -0.013 -0.065 0.019 0.01
H 0.476 -3.130 0.458 -0.006 0.013 -0.005 0.04
H -2.393 -2.953 -4.475 -0.025 0.012 -0.003 0.02
H -1.904 -2.342 -0.431 0.012 0.013 0.037 -0.01
H -0.820 -5.976 -0.616 -0.008 0.011 0.022 0.02
H 0.806 -4.503 3.462 -0.001 -0.008 0.001 0.06
H 2.522 4.263 0.812 0.014 0.016 -0.007 0.10
H 3.043 3.536 4.395 -0.011 0.010 0.002 0.09
```
Forces are in eV/Å.

## Properties
Calculated total energy: -3547.1608 Ha
Kohn-Sham gap: 4.59 eV
Spin multiplicity: 1
Maximum force: 0.79 eV Å⁻¹

=====

(3)
The following is a DFT calculation (the ωB97M-V functional and the def2-TZVPD basis) of a structure of composition C15H21N3O2 in a non-equilibrium geometry.

```
41
Properties=species:S:1:pos:R:3:forces:R:3:nbo_charge:R:1
O 0.023 5.308 -0.684 -3.939 3.402 -2.711 -0.55
O -1.581 1.690 0.662 3.594 -0.868 -2.331 -0.60
N 0.870 -2.087 0.367 -0.949 0.387 8.334 -0.44
N 0.554 0.574 0.485 -7.392 7.741 2.630 -0.49
N 0.115 2.446 -0.967 -5.621 -1.254 1.096 -0.51
C -0.478 1.510 0.086 1.142 1.869 1.634 0.83
C 0.970 4.566 -0.225 2.136 3.737 9.018 0.00
C -1.518 -5.387 0.053 -7.575 -6.540 3.510 -0.20
C 0.178 0.065 1.790 -0.498 -5.701 -1.467 -0.23
C -0.662 -4.990 -0.869 -8.346 -13.428 -4.402 -0.26
C -0.897 3.284 -1.474 -9.317 -2.991 7.280 -0.19
C 0.025 -3.145 0.303 -2.662 -2.090 5.605 0.19
C -0.730 -3.652 1.513 -0.610 -4.618 -10.891 -0.25
C 0.938 -1.210 -0.590 2.037 -6.112 -11.419 -0.15
C -1.363 4.669 -0.820 5.625 -3.369 3.760 -0.08
C -0.110 -3.957 -0.805 11.654 14.075 -2.749 -0.23
C 1.398 0.081 -0.447 2.422 3.315 -2.649 -0.27
C 1.001 -1.276 1.814 1.787 9.523 -11.372 -0.14
C 1.155 3.326 -0.753 7.375 -6.426 -4.192 -0.28
C -1.763 -4.786 1.198 4.237 5.113 6.845 -0.20
H -2.247 -4.986 2.284 0.262 -0.364 -3.434 0.24
H 0.007 -1.349 -1.392 1.966 0.927 1.927 0.20
H -2.428 -6.371 0.087 3.238 2.505 -1.385 0.19
H -2.008 5.346 -1.288 -0.733 0.584 -0.990 0.21
H 0.250 0.620 2.713 0.362 0.808 -0.225 0.23
H 0.910 -1.956 2.350 -1.968 -10.244 9.708 0.16
H 2.007 5.269 0.015 -2.848 -2.250 -1.065 0.23
H 1.936 -1.850 -1.282 -2.248 2.064 0.256 0.11
H 0.653 -3.741 -1.667 -1.640 0.207 1.310 0.21
H 1.678 3.426 -1.890 -1.099 0.054 2.485 0.17
H -0.819 3.573 -2.317 2.668 3.204 -11.304 0.17
H -0.834 -3.104 2.269 -0.620 4.193 6.408 0.16
H 1.894 2.618 -0.247 -0.108 1.853 -0.072 0.23
H -1.561 4.440 0.259 -0.650 0.497 -0.801 0.20
H 1.266 0.647 -1.540 0.664 -1.284 3.302 0.29
H 2.035 -1.000 1.713 0.630 -0.054 0.536 0.18
H -0.932 -5.535 -1.778 1.424 0.049 -0.351 0.23
H 0.571 4.266 1.097 1.140 0.546 -2.706 0.04
H -0.853 -0.340 1.631 0.373 0.879 0.812 0.22
H -1.996 2.728 -1.690 2.812 0.753 1.116 0.19
H 2.347 0.269 0.038 1.276 -0.690 -1.058 0.21
```
Forces are in eV/Å.

## Properties
Calculated total energy: -898.3053 Ha
Kohn-Sham gap: 8.11 eV
Spin multiplicity: 1
Maximum force: 18.48 eV Å⁻¹